5 unconnected molecules or ions with the total composition H9O4S, computed with wB97M-V/def2-TZVPD.

The geometry in XYZ format:
```
14
H9O4S | OMol25 | wB97M-V/def2-TZVPD
S -0.312 0.768 -0.256
H -0.643 1.972 0.237
H -0.841 -2.869 -6.011
H 0.463 -2.418 -6.639
O -0.335 -2.925 -6.831
H 1.970 3.230 2.537
H 0.845 3.122 3.563
O 1.480 3.746 3.193
H -1.132 0.581 2.756
H 0.098 0.602 3.576
O -0.859 0.606 3.689
H 0.269 -1.561 0.032
H -0.979 -2.365 0.042
O -0.024 -2.488 0.114
```

As for the net charge: -1. As for the multiplicity: 1. As for the energy above the lowest of the compared OMol25 structures with the same formula, charge and spin: 1.218 eV. The LUMO energy comes out at 2.98 eV. The total energy is -19172.892 eV. The calculation puts the HOMO energy at -3.5 eV.